{"formula": "C36H99N9O9", "method": "ωB97M-V/def2-TZVPD", "elements": ["C", "C", "C", "O", "C", "N", "H", "H", "H", "H", "H", "H", "H", "H", "H", "H", "H", "C", "C", "C", "O", "C", "N", "H", "H", "H", "H", "H", "H", "H", "H", "H", "H", "H", "C", "C", "C", "O", "C", "N", "H", "H", "H", "H", "H", "H", "H", "H", "H", "H", "H", "C", "C", "C", "O", "C", "N", "H", "H", "H", "H", "H", "H", "H", "H", "H", "H", "H", "C", "C", "C", "O", "C", "N", "H", "H", "H", "H", "H", "H", "H", "H", "H", "H", "H", "C", "C", "C", "O", "C", "N", "H", "H", "H", "H", "H", "H", "H", "H", "H", "H", "H", "C", "C", "C", "O", "C", "N", "H", "H", "H", "H", "H", "H", "H", "H", "H", "H", "H", "C", "C", "C", "O", "C", "N", "H", "H", "H", "H", "H", "H", "H", "H", "H", "H", "H", "C", "C", "C", "O", "C", "N", "H", "H", "H", "H", "H", "H", "H", "H", "H", "H", "H"], "xyz": [[8.0015, 10.0912, -9.1609], [6.7081, 10.4173, -8.4945], [5.7772, 9.1277, -8.3987], [6.4118, 7.8491, -8.4507], [5.5143, 6.7167, -8.3666], [6.9995, 10.9926, -7.1732], [8.5911, 10.9311, -9.5285], [7.8034, 9.5750, -10.1003], [8.7945, 9.5097, -8.6906], [6.1245, 11.1852, -9.0023], [5.0542, 9.3384, -9.1868], [5.2500, 9.1519, -7.4450], [4.6252, 6.8580, -7.7522], [6.0626, 5.8483, -8.0016], [5.1005, 6.3566, -9.3086], [7.8753, 11.4884, -7.2586], [7.1899, 10.2263, -6.5435], [-0.4152, -1.2686, 0.3046], [-0.7732, -1.0371, -1.1540], [0.4681, -0.6801, -1.9512], [0.9415, 0.6008, -1.7384], [1.8694, 1.0135, -2.6854], [-1.3943, -2.2267, -1.7250], [-0.2490, -2.3393, 0.4229], [-1.2999, -1.0863, 0.9146], [0.4153, -0.6942, 0.7151], [-1.4164, -0.1662, -1.2798], [0.1954, -0.8963, -2.9841], [1.1729, -1.5041, -1.8391], [2.6404, 0.2629, -2.5112], [2.1592, 1.9886, -2.2938], [1.5131, 1.1730, -3.7031], [-1.6533, -2.0652, -2.6878], [-2.1715, -2.6238, -1.2166], [-2.5971, 5.5610, -8.8906], [-2.8778, 6.4028, -7.5856], [-3.4025, 5.4276, -6.4519], [-4.6052, 4.7868, -6.8806], [-5.1567, 3.9378, -5.8348], [-1.7078, 7.1869, -7.0940], [-1.7994, 4.8451, -8.6924], [-2.1903, 6.1503, -9.7123], [-3.5290, 5.1190, -9.2431], [-3.6374, 7.1553, -7.7971], [-3.8058, 5.9576, -5.5890], [-2.5829, 4.7662, -6.1712], [-5.8638, 3.2797, -6.3397], [-5.6752, 4.5442, -5.0921], [-4.4728, 3.3673, -5.2064], [-1.9433, 7.7497, -6.2891], [-1.5480, 7.8345, -7.8524], [5.9179, 10.2080, -0.1788], [7.3824, 9.9784, 0.2862], [8.2385, 9.4811, -0.8677], [7.8467, 8.1246, -1.1228], [8.0741, 7.6443, -2.4217], [7.9932, 11.2038, 0.8715], [5.2664, 10.0057, 0.6714], [5.6486, 9.5626, -1.0149], [5.6666, 11.1984, -0.5586], [7.3353, 9.2484, 1.0943], [9.2992, 9.6049, -0.6493], [8.0357, 10.1245, -1.7239], [7.6184, 8.1930, -3.2459], [7.6872, 6.6471, -2.6315], [9.1410, 7.5178, -2.6056], [8.8194, 10.9029, 1.3685], [7.2810, 11.5569, 1.4946], [6.2363, 0.5275, 8.1476], [5.1224, 0.6098, 7.1453], [5.4007, 1.3853, 5.8101], [4.1059, 1.5508, 5.1853], [4.0614, 2.1280, 3.8947], [4.6700, -0.7318, 6.7861], [7.0889, 0.0493, 7.6653], [5.7874, -0.0976, 8.9195], [6.4824, 1.5134, 8.5421], [4.2459, 1.0545, 7.6166], [6.0052, 0.8734, 5.0614], [5.8391, 2.3760, 5.9302], [4.6100, 1.6445, 3.0864], [4.1935, 3.2095, 3.8640], [3.0553, 2.0212, 3.4892], [3.8485, -0.6604, 6.2029], [5.3715, -1.1465, 6.1893], [-12.8724, -2.8365, 0.2909], [-11.3698, -2.4316, 0.4494], [-10.5192, -3.3964, 1.3478], [-9.1481, -2.9482, 1.4440], [-8.3552, -3.7277, 2.4274], [-10.7708, -2.3562, -0.8409], [-13.0257, -3.7665, -0.2565], [-13.4273, -2.1077, -0.2999], [-13.2289, -3.0255, 1.3034], [-11.4123, -1.4833, 0.9851], [-10.3964, -4.3826, 0.9003], [-11.0169, -3.4628, 2.3153], [-8.9115, -3.6373, 3.3604], [-7.3747, -3.2624, 2.5285], [-8.1492, -4.7784, 2.2235], [-11.2988, -1.7190, -1.4200], [-9.8358, -1.9937, -0.7204], [4.3428, -6.3393, 1.5914], [3.7416, -7.4690, 2.4219], [4.0917, -8.8021, 1.7304], [3.2332, -8.8490, 0.5381], [1.9189, -9.3053, 0.7576], [4.3389, -7.3011, 3.7845], [3.7512, -6.3353, 0.6759], [5.4141, -6.3762, 1.3936], [4.1699, -5.3377, 1.9849], [2.6603, -7.3367, 2.3830], [4.0662, -9.7016, 2.3455], [5.0736, -8.7500, 1.2600], [2.0141, -10.3911, 0.7501], [1.2351, -9.1230, -0.0714], [1.5363, -8.9739, 1.7229], [3.6574, -6.8031, 4.3392], [4.2580, -8.2052, 4.2274], [-1.6398, -3.8158, 8.0456], [-1.7798, -2.7758, 9.1536], [-3.1748, -2.4967, 9.6884], [-4.0545, -2.0540, 8.6028], [-5.4217, -1.9126, 8.8846], [-0.7510, -3.1994, 10.1583], [-2.1445, -4.7301, 8.3580], [-0.6787, -4.2046, 7.7093], [-2.1296, -3.3661, 7.1820], [-1.6091, -1.7502, 8.8263], [-3.1283, -1.6715, 10.3991], [-3.4510, -3.4373, 10.1649], [-5.7935, -2.8596, 9.2759], [-6.0211, -1.7149, 7.9960], [-5.7061, -1.1583, 9.6182], [-1.0794, -2.7775, 11.0152], [0.1908, -2.8900, 9.9648], [-5.4441, -10.5907, -2.0694], [-6.1491, -10.0790, -0.7751], [-5.4317, -10.4471, 0.5028], [-5.0915, -11.7829, 0.4927], [-6.2714, -12.6468, 0.8472], [-6.2590, -8.6472, -0.9822], [-5.2388, -9.7154, -2.6856], [-6.1190, -11.2570, -2.6065], [-4.5648, -11.1844, -1.8195], [-7.1657, -10.4708, -0.7411], [-5.9604, -10.1305, 1.4019], [-4.5976, -9.7615, 0.6526], [-6.5813, -12.4908, 1.8805], [-5.7672, -13.5663, 0.5499], [-7.1846, -12.6096, 0.2532], [-5.3109, -8.2999, -1.0086], [-6.7479, -8.4862, -0.1132]], "forces_ev_per_angstrom": [[1.08, -0.20, -2.63], [0.29, -1.32, 1.48], [0.04, 0.96, 0.46], [-0.47, -0.23, -0.40], [0.23, 0.11, -0.17], [-0.48, -0.19, 0.39], [-0.40, 0.77, 0.27], [-0.06, -0.35, -0.14], [-0.76, -0.38, 0.85], [0.15, -0.22, -0.48], [-0.22, -0.85, -0.30], [-0.27, 0.36, 0.11], [0.21, 0.47, 0.46], [0.27, 0.34, 0.31], [0.22, 0.59, -0.62], [0.09, 0.26, 0.15], [0.07, -0.11, 0.27], [-1.06, -0.51, 0.35], [0.27, 0.81, 0.29], [-0.72, -1.91, -1.10], [-1.97, -0.04, 0.66], [0.76, 0.37, 1.33], [0.71, -0.20, -0.31], [0.50, -0.04, 0.02], [0.00, 0.23, 0.23], [-0.05, 0.05, -0.34], [-0.25, 0.26, 0.36], [-0.20, 0.78, -0.72], [0.91, 0.15, 0.74], [0.90, 0.37, -1.23], [0.55, 0.00, -0.31], [-0.17, -0.59, -0.12], [-0.21, -0.06, 0.03], [0.03, 0.33, 0.13], [0.38, 1.05, 1.03], [-0.46, -0.71, 0.48], [-0.80, 1.40, -0.87], [0.59, -1.61, 0.47], [-0.27, 0.88, -0.67], [-0.03, -1.10, -0.82], [-0.32, -0.40, 0.16], [-0.16, 0.46, 0.08], [0.20, -0.25, 0.22], [-0.63, -0.42, -0.17], [1.03, 0.68, 0.46], [-0.11, -0.37, 0.02], [0.08, 0.00, 0.20], [-0.36, 0.33, -0.12], [0.68, -0.18, -0.65], [-0.27, -0.04, 0.13], [0.48, 0.28, 0.05], [0.27, -0.01, 0.25], [-0.35, 0.61, -0.10], [-0.60, -0.31, -0.05], [-0.23, 0.21, -0.06], [0.67, -0.45, -0.67], [-0.72, -0.54, -1.15], [-0.26, -0.03, -0.17], [0.11, -0.43, 0.29], [0.53, 0.35, 0.25], [0.08, -0.61, -0.33], [0.26, -0.42, 0.11], [-0.08, -0.01, -0.29], [0.04, 0.86, 0.20], [-0.37, -0.21, 1.04], [0.28, 0.38, -0.17], [-0.04, 0.29, 0.41], [0.40, 0.33, 0.44], [-0.43, 0.02, -0.34], [-0.64, 0.27, -1.89], [-1.12, 0.66, -0.12], [0.07, -0.04, -0.14], [-0.97, 0.05, -0.36], [0.09, -0.39, 0.23], [0.25, -0.03, 0.40], [0.64, -0.05, 0.27], [0.21, -0.11, 0.00], [0.07, 0.48, -0.07], [0.47, -0.56, 0.40], [0.14, 0.20, 0.38], [0.94, -0.20, 0.43], [0.65, 0.11, 0.32], [-0.42, -0.21, 0.56], [-0.18, 0.10, -0.03], [0.21, -0.32, -0.04], [1.25, -0.81, 0.42], [-0.63, -1.11, 0.71], [0.30, 0.13, -0.86], [0.47, -0.59, 0.94], [-1.09, 1.38, -0.48], [0.49, 0.15, -0.53], [0.46, -0.21, -0.03], [-0.02, 0.37, 0.56], [-0.65, 0.44, -0.11], [0.26, 0.38, 0.16], [-0.83, -0.26, -0.13], [0.19, -0.05, 0.34], [0.26, -0.21, 0.27], [-0.25, 0.32, -0.12], [-0.57, -0.12, -0.61], [0.11, 0.12, -0.20], [0.23, 0.06, -0.33], [-1.06, 0.59, -0.84], [1.87, 0.81, 0.32], [-0.85, 0.99, -1.57], [0.62, 0.35, 0.44], [0.66, -1.38, 0.26], [-0.95, -1.14, -0.27], [0.50, 0.01, -0.53], [-0.08, -0.53, 0.04], [-0.16, -0.11, 0.58], [-0.12, -0.17, 0.33], [-0.49, -0.10, 0.11], [0.16, 0.04, 0.39], [-0.46, -0.40, 0.48], [0.28, 0.78, 0.03], [-0.35, 0.08, -0.11], [0.00, 0.71, 0.07], [0.41, -0.52, 0.26], [-1.59, 0.37, -0.66], [2.42, 0.52, -0.91], [-0.72, -0.70, -0.36], [1.36, -0.30, 0.24], [-0.48, -0.98, 0.68], [-2.19, 0.35, 0.77], [-0.43, 0.02, -0.04], [0.48, 0.86, 0.55], [-0.21, -0.55, -0.33], [1.04, 0.01, -0.86], [0.07, -0.15, 0.38], [-1.09, 0.00, 0.18], [-0.21, -0.21, 0.15], [0.60, 0.10, -0.32], [0.49, 0.36, 0.18], [0.68, 0.00, 0.62], [-0.19, 0.29, -0.28], [-0.44, -0.66, 0.92], [0.44, -0.44, -2.09], [0.01, 1.26, -0.09], [-1.79, -1.08, 1.00], [2.23, 0.12, -0.94], [-1.10, -0.65, 0.79], [0.24, -0.30, -0.09], [0.07, 0.07, -0.20], [0.17, 0.22, -0.20], [-0.09, -0.08, -0.01], [-0.99, -0.42, 0.23], [1.02, -0.48, -0.63], [0.50, -0.31, 0.15], [-0.68, -0.60, 0.99], [0.24, 0.81, -0.56], [0.01, 0.59, 0.47], [0.17, 1.96, 0.25]], "e_tot_ev": -70765.222, "e_lumo_ha": 0.0190, "multiplicity": 1, "fmax_ev_per_a": 2.9, "smiles": "COC[C@H](C)N.COC[C@H](C)N.COC[C@H](C)N.COC[C@H](C)N.COC[C@H](C)N.COC[C@H](C)N.COC[C@H](C)N.COC[C@H](C)N.COC[C@H](C)N", "relative_energy_ev": 7.087, "orbital_gap_ev": 9.7, "e_homo_ev": -9.213}